# 1
{"formula": "C25H67F3N7O19S", "method": "the ωB97M-V functional and the def2-TZVPD basis", "species": ["C", "F", "F", "F", "S", "O", "O", "O", "C", "C", "O", "O", "H", "H", "H", "H", "H", "H", "C", "C", "O", "O", "H", "H", "H", "H", "H", "H", "C", "C", "O", "O", "H", "H", "H", "H", "H", "H", "C", "C", "O", "O", "H", "H", "H", "H", "H", "H", "C", "C", "O", "O", "H", "H", "H", "H", "H", "H", "C", "C", "O", "O", "H", "H", "H", "H", "H", "H", "C", "O", "N", "N", "H", "H", "H", "H", "C", "O", "N", "N", "H", "H", "H", "H", "C", "O", "N", "N", "H", "H", "H", "H", "C", "C", "C", "C", "C", "C", "N", "O", "C", "C", "C", "H", "H", "H", "H", "H", "H", "H", "H", "H", "H", "H", "H", "H", "H", "H", "H", "H", "H", "H"], "xyz": [[8.189, 2.701, 4.853], [9.315, 2.752, 5.538], [8.076, 3.982, 4.504], [8.285, 1.864, 3.840], [6.698, 2.145, 6.018], [7.371, 1.707, 7.291], [5.929, 3.369, 6.170], [6.009, 1.017, 5.296], [14.807, -0.404, 2.619], [13.490, 0.497, 2.655], [13.630, 1.259, 3.782], [16.008, 0.315, 2.290], [14.805, -1.219, 1.895], [14.967, -0.724, 3.648], [12.659, -0.206, 2.700], [13.353, 1.095, 1.754], [13.861, 0.632, 4.473], [16.288, 0.813, 3.061], [10.919, 6.835, 7.946], [11.365, 7.218, 6.566], [12.214, 8.342, 6.608], [12.009, 6.314, 8.700], [10.047, 6.183, 7.897], [10.626, 7.731, 8.493], [10.518, 7.427, 5.912], [11.926, 6.411, 6.095], [12.740, 8.183, 7.395], [11.642, 6.094, 9.559], [-0.527, 4.641, 4.045], [0.727, 4.284, 4.912], [0.234, 3.915, 6.276], [-1.347, 3.502, 4.093], [-0.009, 4.859, 3.111], [-0.926, 5.518, 4.555], [1.471, 5.080, 4.925], [1.264, 3.410, 4.544], [-0.533, 3.364, 6.102], [-2.272, 3.660, 3.891], [2.305, 4.109, 11.676], [3.494, 3.596, 10.855], [4.627, 3.661, 11.758], [2.249, 3.505, 12.981], [1.393, 3.901, 11.117], [2.234, 5.192, 11.779], [3.541, 4.113, 9.896], [3.369, 2.540, 10.615], [4.631, 2.896, 12.338], [3.115, 3.679, 13.358], [5.570, -2.635, 12.395], [5.883, -1.360, 11.517], [6.977, -1.529, 10.651], [4.898, -3.745, 11.815], [4.876, -2.399, 13.202], [6.512, -2.871, 12.888], [6.263, -0.529, 12.111], [5.005, -1.112, 10.920], [6.969, -0.790, 10.039], [5.552, -4.444, 11.896], [7.706, -2.888, 2.828], [7.016, -3.837, 1.830], [7.025, -5.191, 2.273], [9.197, -3.130, 2.842], [7.383, -2.983, 3.865], [7.665, -1.864, 2.458], [7.633, -3.724, 0.938], [6.005, -3.495, 1.607], [7.910, -5.280, 2.633], [9.658, -2.945, 2.020], [2.736, -2.614, 6.201], [1.736, -3.280, 6.458], [3.907, -2.820, 6.726], [2.742, -1.496, 5.517], [4.632, -2.119, 6.664], [4.004, -3.667, 7.268], [1.813, -1.146, 5.332], [3.599, -0.964, 5.466], [6.232, 8.432, 6.430], [6.409, 9.647, 6.535], [5.823, 7.764, 7.445], [6.461, 7.735, 5.387], [5.629, 6.781, 7.324], [5.418, 8.160, 8.282], [6.326, 6.734, 5.417], [6.960, 8.294, 4.709], [9.239, 4.991, 12.418], [10.348, 5.262, 12.811], [8.211, 5.560, 12.902], [8.870, 4.142, 11.525], [7.321, 5.328, 12.485], [8.319, 6.020, 13.795], [7.875, 3.970, 11.539], [9.527, 3.472, 11.154], [2.122, 4.782, -1.936], [3.443, 3.913, -1.989], [4.366, 4.344, -0.716], [4.021, 3.583, 0.575], [3.831, 2.044, 0.347], [2.784, 1.718, -0.799], [3.200, 2.450, -2.012], [2.552, 1.981, -3.114], [2.965, 0.246, -1.063], [1.370, 1.903, -0.265], [4.162, 4.327, -3.318], [1.492, 4.507, -2.781], [2.349, 5.843, -2.048], [1.787, 4.681, -0.904], [5.428, 4.223, -0.931], [4.284, 5.414, -0.528], [3.116, 4.036, 0.982], [4.787, 3.717, 1.339], [3.725, 1.532, 1.303], [4.847, 1.792, 0.041], [2.225, -0.071, -1.798], [3.868, -0.035, -1.604], [2.958, -0.347, -0.148], [0.660, 1.112, -0.505], [1.321, 2.061, 0.813], [0.901, 2.812, -0.640], [3.579, 3.958, -4.161], [5.168, 3.908, -3.338], [3.973, 5.388, -3.485], [3.188, 2.192, -3.801]], "mulliken_charge": [0.59, -0.25, -0.25, -0.21, 0.95, -0.65, -0.59, -0.59, -0.55, -0.21, -0.47, -0.51, 0.29, 0.34, 0.22, 0.28, 0.30, 0.32, -0.41, -0.34, -0.55, -0.55, 0.38, 0.31, 0.28, 0.25, 0.33, 0.29, -0.23, -0.44, -0.55, -0.53, 0.20, 0.31, 0.38, 0.24, 0.31, 0.30, -0.40, -0.27, -0.55, -0.53, 0.34, 0.27, 0.35, 0.19, 0.29, 0.32, -0.57, -0.22, -0.55, -0.50, 0.29, 0.35, 0.26, 0.30, 0.31, 0.32, -0.39, -0.21, -0.51, -0.57, 0.24, 0.27, 0.23, 0.31, 0.32, 0.29, 0.70, -0.72, -0.35, -0.36, 0.16, 0.19, 0.19, 0.20, 0.73, -0.74, -0.34, -0.37, 0.11, 0.20, 0.19, 0.21, 0.76, -0.69, -0.36, -0.31, 0.12, 0.20, 0.06, 0.22, -1.93, 1.46, -1.10, -0.52, -1.49, 1.72, 0.33, -0.48, -2.01, -1.68, -1.91, 0.35, 0.52, 0.42, 0.36, 0.34, 0.17, 0.48, 0.59, 0.34, 0.47, 0.41, 0.41, 0.36, 0.35, 0.33, 0.57, 0.40, 0.40, 0.37], "e_tot_ev": -95328.765, "e_homo_ev": -6.6, "lumo_ev": 1.70, "mol_weight_g_mol": 858.902, "charge": -1, "multiplicity": 1}

---

# 2
{"formula": "C25H68N2O9", "method": "the ωB97M-V functional and the def2-TZVPD basis", "species": ["N", "C", "N", "O", "H", "H", "H", "H", "C", "C", "C", "O", "H", "H", "H", "H", "H", "H", "H", "H", "C", "C", "C", "O", "H", "H", "H", "H", "H", "H", "H", "H", "C", "C", "C", "O", "H", "H", "H", "H", "H", "H", "H", "H", "C", "C", "C", "O", "H", "H", "H", "H", "H", "H", "H", "H", "C", "C", "C", "O", "H", "H", "H", "H", "H", "H", "H", "H", "C", "C", "C", "O", "H", "H", "H", "H", "H", "H", "H", "H", "C", "C", "C", "O", "H", "H", "H", "H", "H", "H", "H", "H", "C", "C", "C", "O", "H", "H", "H", "H", "H", "H", "H", "H"], "xyz": [[0.459, 1.188, -0.529], [-0.786, 0.708, -0.222], [-0.894, -0.641, -0.144], [-1.760, 1.442, -0.069], [0.560, 2.168, -0.713], [1.280, 0.598, -0.468], [-0.203, -1.361, -0.290], [-1.803, -1.042, 0.029], [-3.243, -1.178, -2.396], [-4.182, -1.917, -1.468], [-4.987, -3.023, -2.120], [-3.356, -2.470, -0.402], [-2.305, -1.722, -2.548], [-2.962, -0.206, -1.989], [-3.670, -1.020, -3.387], [-4.857, -1.193, -0.998], [-5.504, -3.597, -1.348], [-4.328, -3.708, -2.658], [-5.720, -2.623, -2.818], [-3.942, -2.797, 0.288], [-2.591, -3.848, 4.691], [-2.451, -2.342, 4.570], [-1.990, -1.911, 3.186], [-3.728, -1.711, 4.787], [-3.209, -4.268, 3.895], [-3.095, -4.092, 5.636], [-1.637, -4.376, 4.713], [-1.739, -1.970, 5.315], [-1.021, -2.372, 2.996], [-1.969, -0.824, 3.112], [-2.703, -2.250, 2.430], [-4.141, -2.109, 5.558], [0.583, 0.736, -6.775], [0.408, 0.332, -5.319], [0.363, 1.518, -4.390], [-0.727, -0.520, -5.173], [1.409, 1.430, -6.921], [-0.335, 1.233, -7.116], [0.722, -0.144, -7.402], [1.243, -0.310, -5.033], [1.194, 2.193, -4.623], [0.544, 1.242, -3.347], [-0.577, 2.070, -4.420], [-1.484, -0.100, -5.596], [1.781, -1.612, -2.528], [3.089, -0.905, -2.233], [3.532, 0.087, -3.302], [2.919, -0.239, -0.985], [1.550, -2.249, -1.672], [1.877, -2.239, -3.414], [0.968, -0.907, -2.700], [3.879, -1.660, -2.131], [3.078, 1.071, -3.173], [3.353, -0.287, -4.311], [4.612, 0.276, -3.259], [3.682, 0.334, -0.826], [2.892, 3.433, 1.238], [3.917, 3.468, 0.119], [4.917, 4.593, 0.295], [4.571, 2.195, -0.017], [2.060, 2.762, 1.024], [2.461, 4.419, 1.425], [3.374, 3.090, 2.161], [3.390, 3.627, -0.826], [5.814, 4.397, -0.296], [5.246, 4.713, 1.334], [4.502, 5.549, -0.026], [4.986, 1.985, 0.826], [1.919, -0.121, 2.714], [1.909, 0.536, 4.091], [0.752, 0.064, 4.931], [3.107, 0.262, 4.823], [1.537, -1.145, 2.736], [2.921, -0.135, 2.275], [1.277, 0.438, 2.027], [1.833, 1.619, 3.933], [0.914, -0.937, 5.327], [-0.163, 0.074, 4.332], [0.542, 0.759, 5.748], [3.846, 0.610, 4.316], [-2.972, 5.284, 0.934], [-1.586, 4.654, 0.777], [-0.457, 5.625, 1.041], [-1.436, 3.556, 1.666], [-3.726, 4.583, 0.574], [-3.081, 6.201, 0.348], [-3.149, 5.517, 1.985], [-1.515, 4.274, -0.254], [0.488, 5.177, 0.721], [-0.378, 5.771, 2.121], [-0.605, 6.559, 0.506], [-1.845, 2.792, 1.226], [-1.141, -5.408, 0.538], [-0.468, -4.068, 0.297], [1.028, -4.074, 0.516], [-0.733, -3.604, -1.040], [-1.056, -6.006, -0.372], [-2.188, -5.280, 0.809], [-0.631, -5.984, 1.314], [-0.888, -3.325, 0.983], [1.592, -4.530, -0.296], [1.255, -4.634, 1.428], [1.381, -3.056, 0.699], [-1.596, -3.161, -1.020]], "mulliken_charge": [0.69, 0.11, 1.64, -1.00, 0.15, -0.46, -0.62, -0.37, -0.93, 0.49, -1.49, -0.35, 0.22, 0.09, 0.49, 0.30, 0.39, 0.31, 0.40, 0.15, -1.39, 0.47, -0.58, -0.56, 0.30, 0.43, 0.34, 0.15, 0.14, 0.13, 0.21, 0.33, -1.55, 1.08, -0.69, -0.52, 0.37, 0.40, 0.39, -0.33, 0.35, -0.24, 0.43, 0.36, -0.61, 0.94, -1.49, -0.46, -0.37, 0.59, -0.17, 0.26, 0.21, 0.39, 0.45, 0.12, -0.86, 0.54, -1.51, -0.55, -0.01, 0.31, 0.41, 0.23, 0.38, 0.33, 0.40, 0.31, -0.66, 0.73, -1.37, -0.58, 0.08, 0.44, -0.10, 0.11, 0.37, 0.15, 0.47, 0.33, -1.51, 0.95, -1.05, -0.52, 0.37, 0.38, 0.31, 0.17, -0.07, 0.33, 0.41, 0.31, -1.63, 2.30, -1.43, -0.55, 0.34, 0.30, 0.43, -0.82, 0.33, 0.50, 0.10, 0.03], "e_tot_ev": -48437.049, "e_homo_ev": -9.3, "smiles": "NC(N)=O.CC(C)O.CC(C)O.CC(C)O.CC(C)O.CC(C)O.CC(C)O.CC(C)O.CC(C)O", "lumo_ev": 0.48, "mol_weight_g_mol": 540.824, "de_lowest_kcal_mol": 0.00, "multiplicity": 1}